Here is a cluster of 15 separate species, C95H188F24N7O16 in total in a non-equilibrium geometry from OMol25. Energies are from ωB97M-V/def2-TZVPD.

For the energy relative to the best compared isomer or geometry (same formula, charge and spin), the calculation gives 429.6 kcal/mol. Its electronic energy is -209944.0016 eV. The calculation puts the orbital gap at 2.01 eV. The value obtained for the LUMO energy is -0.5 eV. Its multiplicity is 1. The net charge is -1.

Each line ends with the Mulliken charge.
Positions of all 330 atoms, in Å:
C (23.267, 15.705, 19.451)  0.895
C (23.942, 15.625, 18.137)  -1.004
C (23.675, 14.380, 17.226)  1.524
C (24.486, 14.479, 15.818)  -1.498
N (24.129, 13.245, 14.935)  0.684
C (25.006, 13.107, 13.691)  -0.560
C (24.181, 12.243, 12.680)  -0.780
C (22.765, 12.879, 12.943)  -0.783
C (22.698, 13.372, 14.372)  0.142
C (24.251, 11.891, 15.748)  -0.855
H (23.659, 14.927, 20.106)  -1.009
H (22.190, 15.559, 19.364)  -0.031
H (23.436, 16.689, 19.887)  0.420
H (25.016, 15.537, 18.299)  0.321
H (23.725, 16.521, 17.556)  -0.361
H (22.642, 14.376, 16.877)  -0.543
H (23.873, 13.480, 17.807)  0.471
H (25.573, 14.484, 15.892)  0.433
H (24.165, 15.279, 15.150)  0.474
H (26.037, 12.806, 13.876)  0.386
H (24.984, 14.040, 13.128)  0.396
H (24.252, 11.171, 12.860)  0.340
H (24.386, 12.509, 11.643)  0.379
H (22.031, 12.111, 12.700)  0.351
H (22.535, 13.744, 12.321)  0.525
H (22.015, 12.692, 14.882)  -0.014
H (22.191, 14.321, 14.544)  -0.063
H (24.118, 11.058, 15.058)  0.372
H (23.455, 11.803, 16.488)  0.271
H (25.214, 11.885, 16.260)  0.262
C (10.596, 13.465, 21.525)  -1.310
C (11.972, 13.994, 21.118)  -0.601
C (11.993, 15.522, 20.915)  -0.128
C (12.055, 16.358, 22.214)  -0.782
N (11.924, 17.890, 21.934)  0.917
C (12.974, 18.330, 20.940)  -0.665
C (13.416, 19.810, 21.400)  0.392
C (13.541, 19.576, 22.865)  -0.271
C (12.426, 18.602, 23.240)  -0.978
C (10.512, 18.425, 21.557)  -0.888
H (10.593, 12.388, 21.690)  0.421
H (9.836, 13.623, 20.759)  0.337
H (10.321, 13.733, 22.545)  0.322
H (12.451, 13.506, 20.269)  0.395
H (12.719, 13.854, 21.899)  0.306
H (11.082, 15.740, 20.357)  0.089
H (12.755, 15.840, 20.203)  0.121
H (13.043, 16.254, 22.663)  0.566
H (11.355, 15.996, 22.966)  0.345
H (12.579, 18.405, 19.927)  -0.040
H (13.857, 17.692, 20.944)  0.386
H (12.700, 20.628, 21.317)  0.317
H (14.386, 20.096, 20.994)  -0.642
H (13.464, 20.450, 23.511)  0.517
H (14.458, 18.996, 22.961)  0.076
H (11.635, 19.256, 23.605)  0.320
H (12.695, 17.837, 23.968)  0.481
H (9.742, 18.098, 22.256)  0.346
H (10.228, 17.948, 20.619)  0.265
H (10.549, 19.511, 21.468)  0.382
C (24.731, 24.992, 27.977)  -1.465
C (24.728, 24.356, 26.588)  0.539
C (24.609, 22.829, 26.746)  -1.354
C (24.427, 22.070, 25.399)  -0.157
N (24.344, 20.506, 25.628)  0.965
C (24.476, 19.783, 24.198)  -0.331
C (23.088, 19.202, 23.975)  0.917
C (22.519, 18.891, 25.317)  -1.383
C (22.957, 20.105, 26.180)  -0.444
C (25.464, 20.014, 26.562)  -1.224
H (25.583, 25.611, 28.257)  0.380
H (24.762, 24.203, 28.728)  0.336
H (23.896, 25.676, 28.126)  0.344
H (25.636, 24.577, 26.027)  0.000
H (23.884, 24.766, 26.033)  0.026
H (23.768, 22.565, 27.387)  0.503
H (25.554, 22.559, 27.217)  0.420
H (25.283, 22.260, 24.751)  0.704
H (23.475, 22.265, 24.904)  -0.116
H (25.237, 19.007, 24.270)  0.056
H (24.767, 20.481, 23.413)  -0.519
H (22.968, 18.310, 23.361)  1.107
H (22.389, 19.983, 23.676)  -1.186
H (23.046, 17.980, 25.602)  0.664
H (21.474, 18.640, 25.504)  0.284
H (22.936, 19.808, 27.228)  0.511
H (22.210, 20.830, 25.854)  -0.113
H (25.439, 20.505, 27.535)  0.319
H (26.446, 20.211, 26.132)  0.327
H (25.280, 18.939, 26.585)  0.454
C (13.757, 29.292, 16.211)  -1.235
C (14.382, 28.074, 15.439)  -0.720
C (14.976, 26.950, 16.383)  -0.179
C (15.710, 25.858, 15.557)  -1.073
N (16.102, 24.639, 16.422)  0.482
C (17.183, 24.875, 17.554)  -0.050
C (18.461, 24.892, 16.678)  -0.748
C (18.319, 23.937, 15.555)  0.653
C (16.862, 23.620, 15.526)  -0.579
C (14.867, 23.977, 17.122)  -0.873
H (14.544, 29.703, 16.844)  0.324
H (12.851, 29.041, 16.762)  0.312
H (13.480, 30.092, 15.524)  0.399
H (15.048, 28.456, 14.665)  0.400
H (13.599, 27.520, 14.921)  0.360
H (14.219, 26.545, 17.055)  0.258
H (15.747, 27.340, 17.048)  0.381
H (16.666, 26.214, 15.174)  0.412
H (15.054, 25.368, 14.838)  0.433
H (17.080, 24.005, 18.203)  0.002
H (16.906, 25.718, 18.187)  0.338
H (19.250, 24.510, 17.325)  0.332
H (18.747, 25.902, 16.384)  0.541
H (18.998, 23.095, 15.688)  -0.405
H (18.704, 24.443, 14.670)  -0.041
H (16.823, 22.638, 15.997)  -0.076
H (16.444, 23.538, 14.523)  0.522
H (14.164, 23.730, 16.327)  0.365
H (14.453, 24.657, 17.866)  0.207
H (15.119, 22.997, 17.529)  0.262
C (21.856, 13.339, 24.133)  -1.680
C (22.018, 13.400, 22.538)  0.680
C (23.406, 12.908, 21.922)  -0.436
C (24.589, 13.703, 22.433)  -1.074
N (26.044, 13.157, 22.084)  0.444
C (26.240, 11.630, 22.280)  -0.776
C (26.226, 11.433, 23.773)  -0.435
C (27.082, 12.659, 24.264)  -0.622
C (27.032, 13.705, 23.131)  -0.617
C (26.546, 13.541, 20.700)  -1.600
H (22.339, 14.125, 24.713)  0.341
H (22.278, 12.474, 24.644)  0.323
H (20.802, 13.396, 24.405)  0.592
H (21.943, 14.476, 22.387)  -0.642
H (21.235, 12.911, 21.959)  0.386
H (23.424, 12.872, 20.832)  -0.053
H (23.478, 11.874, 22.258)  0.614
H (24.647, 13.809, 23.516)  0.539
H (24.697, 14.722, 22.061)  0.384
H (27.206, 11.290, 21.907)  0.512
H (25.504, 11.091, 21.684)  0.422
H (26.667, 10.477, 24.056)  0.477
H (25.250, 11.547, 24.244)  0.134
H (28.103, 12.291, 24.363)  0.299
H (26.703, 12.998, 25.228)  0.368
H (28.006, 13.873, 22.672)  0.433
H (26.699, 14.692, 23.451)  0.362
H (25.891, 13.218, 19.891)  0.491
H (27.517, 13.162, 20.382)  0.462
H (26.629, 14.615, 20.536)  0.644
C (19.521, 16.211, 23.267)  -1.242
C (19.710, 16.337, 21.722)  0.811
C (18.956, 17.488, 21.101)  -0.799
C (19.451, 18.793, 21.659)  -0.609
N (19.049, 20.113, 20.863)  1.031
C (19.458, 20.215, 19.390)  -0.479
C (20.032, 21.647, 19.092)  0.803
C (19.751, 22.343, 20.439)  0.776
C (19.826, 21.238, 21.538)  0.325
C (17.537, 20.279, 21.012)  -1.412
H (19.668, 17.167, 23.771)  0.206
H (20.058, 15.439, 23.819)  0.209
H (18.474, 15.965, 23.441)  0.354
H (19.232, 15.450, 21.307)  0.242
H (20.767, 16.455, 21.484)  -0.170
H (17.902, 17.257, 21.256)  0.381
H (19.178, 17.488, 20.034)  0.225
H (20.527, 18.683, 21.797)  0.093
H (19.152, 18.955, 22.695)  0.251
H (18.570, 19.899, 18.842)  0.514
H (20.166, 19.395, 19.272)  -0.099
H (19.506, 22.259, 18.359)  -0.561
H (21.073, 21.742, 18.784)  0.051
H (18.811, 22.894, 20.474)  -0.905
H (20.544, 23.088, 20.498)  -0.107
H (19.421, 21.552, 22.500)  0.264
H (20.832, 20.865, 21.730)  -0.660
H (17.122, 19.538, 20.329)  0.409
H (17.199, 21.247, 20.642)  0.536
H (17.303, 20.161, 22.070)  0.207
C (22.526, 26.797, 19.496)  -1.591
C (22.470, 25.661, 20.606)  -0.061
C (23.533, 25.675, 21.697)  0.995
C (24.998, 25.497, 20.985)  -1.263
N (26.214, 25.765, 21.942)  0.547
C (26.249, 27.269, 22.279)  -0.638
C (27.696, 27.773, 21.975)  -0.644
C (28.527, 26.554, 21.725)  -0.653
C (27.523, 25.586, 21.084)  -0.531
C (26.228, 24.949, 23.179)  -1.097
H (22.483, 27.786, 19.953)  0.374
H (21.696, 26.716, 18.794)  0.391
H (23.473, 26.847, 18.959)  0.338
H (22.515, 24.688, 20.116)  -0.273
H (21.547, 25.725, 21.183)  0.568
H (23.341, 24.763, 22.262)  -0.730
H (23.521, 26.562, 22.330)  0.624
H (25.174, 26.153, 20.133)  0.622
H (25.046, 24.461, 20.649)  0.157
H (25.876, 27.319, 23.302)  0.387
H (25.393, 27.627, 21.707)  0.423
H (28.059, 28.334, 22.836)  0.322
H (27.786, 28.392, 21.083)  0.339
H (29.037, 26.197, 22.620)  0.322
H (29.226, 26.736, 20.909)  0.417
H (27.860, 24.552, 21.156)  0.267
H (27.452, 25.944, 20.057)  0.422
H (27.157, 25.181, 23.701)  0.440
H (26.070, 23.898, 22.941)  0.050
H (25.318, 25.284, 23.676)  0.450
C (21.625, 17.552, 15.180)  0.728
O (20.360, 16.851, 15.022)  -0.356
O (21.749, 18.213, 13.948)  -0.843
C (21.599, 18.400, 16.563)  0.444
F (21.250, 17.688, 17.581)  0.060
F (22.759, 18.936, 16.918)  -0.227
F (20.631, 19.284, 16.516)  -0.115
C (19.999, 15.733, 15.880)  1.720
C (18.568, 15.242, 15.366)  -1.637
H (18.180, 14.435, 15.986)  0.262
H (17.916, 16.113, 15.419)  0.467
H (18.736, 14.920, 14.338)  0.401
H (19.821, 15.910, 16.940)  -0.285
H (20.700, 14.900, 15.842)  -0.836
H (22.403, 16.788, 15.177)  -0.955
C (25.706, 21.136, 20.575)  -0.477
O (25.822, 20.128, 19.471)  -0.251
O (26.499, 22.198, 20.090)  -0.875
C (24.233, 21.487, 20.977)  0.478
F (23.541, 22.027, 19.918)  -0.252
F (23.495, 20.409, 21.341)  0.030
F (24.189, 22.333, 21.953)  0.243
C (26.533, 18.894, 19.756)  -0.136
C (26.443, 18.069, 18.538)  -0.903
H (25.388, 17.860, 18.360)  0.019
H (26.884, 18.469, 17.625)  0.421
H (26.957, 17.112, 18.623)  0.353
H (26.287, 18.454, 20.722)  0.126
H (27.593, 19.082, 19.922)  0.338
H (26.127, 20.671, 21.466)  0.139
C (15.574, 13.994, 28.945)  -0.194
O (16.774, 14.049, 28.234)  -0.217
O (15.287, 12.634, 29.280)  -0.903
C (15.378, 15.202, 29.971)  0.823
F (15.100, 16.353, 29.446)  -0.241
F (14.482, 14.943, 30.996)  -0.301
F (16.551, 15.330, 30.594)  -0.296
C (16.986, 15.220, 27.417)  -0.355
C (18.059, 14.797, 26.374)  -0.764
H (17.874, 13.846, 25.873)  0.337
H (18.221, 15.524, 25.578)  0.116
H (19.015, 14.879, 26.890)  0.329
H (17.384, 16.025, 28.036)  0.226
H (16.123, 15.591, 26.863)  0.262
H (14.770, 14.194, 28.236)  0.156
C (16.322, 24.393, 21.674)  1.169
O (16.019, 25.595, 21.068)  -0.104
O (17.354, 24.604, 22.610)  -0.823
C (15.032, 23.411, 21.863)  0.524
F (14.413, 23.161, 20.766)  -0.278
F (15.321, 22.225, 22.370)  -0.204
F (14.086, 23.847, 22.759)  -0.379
C (14.972, 26.405, 21.367)  -0.503
C (14.855, 27.395, 20.148)  -0.980
H (14.816, 26.787, 19.244)  0.004
H (14.002, 28.025, 20.398)  0.494
H (15.680, 28.105, 20.216)  0.329
H (15.132, 26.920, 22.315)  0.286
H (13.974, 25.976, 21.454)  0.301
H (16.801, 23.850, 20.859)  -0.809
C (14.092, 19.336, 16.490)  -0.540
O (12.982, 18.559, 16.888)  -0.316
O (13.481, 20.411, 15.759)  -0.923
C (15.078, 19.714, 17.700)  0.870
F (16.125, 20.418, 17.461)  -0.033
F (14.437, 20.409, 18.646)  -0.213
F (15.605, 18.706, 18.310)  -0.252
C (13.180, 17.131, 16.959)  -0.014
C (11.794, 16.486, 17.130)  -1.171
H (11.043, 16.942, 16.484)  0.377
H (11.810, 15.425, 16.882)  0.386
H (11.261, 16.615, 18.073)  0.056
H (13.781, 16.808, 17.809)  0.076
H (13.575, 16.621, 16.080)  0.483
H (14.595, 18.739, 15.729)  0.323
C (19.764, 11.298, 18.745)  -0.550
O (18.398, 11.837, 18.524)  -0.338
O (19.764, 10.031, 18.028)  -0.890
C (20.796, 12.511, 18.568)  0.525
F (20.711, 13.396, 19.593)  0.225
F (22.065, 12.025, 18.676)  -0.309
F (20.585, 13.183, 17.420)  -0.069
C (17.909, 13.008, 19.076)  0.564
C (16.467, 12.871, 18.649)  -1.520
H (16.221, 13.180, 17.633)  0.334
H (16.003, 11.906, 18.853)  0.357
H (15.855, 13.640, 19.120)  0.360
H (18.216, 13.968, 18.662)  -0.177
H (18.067, 13.092, 20.152)  0.278
H (19.679, 11.157, 19.822)  0.271
C (19.425, 21.717, 26.416)  0.052
O (20.375, 22.602, 25.874)  -0.145
O (18.654, 22.486, 27.343)  -0.946
C (18.859, 20.623, 25.474)  0.285
F (18.380, 19.513, 26.041)  -0.297
F (17.933, 21.099, 24.644)  -0.130
F (19.891, 20.152, 24.704)  0.438
C (19.919, 23.463, 24.809)  -0.345
C (21.047, 23.616, 23.792)  0.373
H (21.404, 22.632, 23.489)  -0.698
H (20.680, 24.013, 22.845)  0.317
H (21.919, 24.166, 24.146)  0.263
H (19.491, 24.413, 25.127)  0.370
H (19.191, 23.131, 24.069)  -0.141
H (20.060, 21.034, 26.979)  0.000
C (20.991, 21.802, 12.008)  -0.413
O (21.034, 21.980, 13.440)  0.027
O (20.878, 20.422, 11.759)  -0.821
C (19.641, 22.609, 11.603)  0.873
F (18.540, 21.814, 11.707)  -0.286
F (19.350, 23.644, 12.357)  -0.310
F (19.643, 23.047, 10.332)  -0.326
C (22.238, 21.988, 14.062)  -0.635
C (21.912, 22.265, 15.593)  -0.570
H (21.078, 21.637, 15.907)  -0.241
H (22.755, 22.186, 16.280)  0.558
H (21.528, 23.285, 15.626)  0.310
H (22.808, 22.890, 13.842)  0.359
H (22.791, 21.068, 13.872)  0.290
H (21.922, 22.240, 11.650)  0.232